1.
Formula: C27H28ClN2O
Source: the OMol25 dataset
Level of theory: ωB97M-V with the def2-TZVPD basis set

Geometry as ORCA input:
```
! wB97M-V def2-TZVPD RIJCOSX def2/J DEFGRID3
* xyz 1 1
Cl -2.44 -5.24 2.66
C -1.23 -4.64 1.59
C 0.02 -4.29 2.11
C 0.89 -3.52 1.34
C 0.54 -3.19 0.02
C 1.33 -2.15 -0.74
C 1.39 -2.31 -2.30
C 2.82 -1.82 -2.72
C 3.56 -1.68 -1.41
C 2.76 -1.91 -0.34
C -0.66 -3.66 -0.55
C -1.54 -4.39 0.24
H 0.22 -4.52 3.15
H 1.85 -3.21 1.77
H 1.14 -3.34 -2.62
H 0.65 -1.61 -2.72
H 3.35 -2.50 -3.43
H 2.61 -0.82 -3.18
H 4.61 -1.40 -1.41
H 2.97 -1.82 0.73
H -0.90 -3.44 -1.60
H -2.53 -4.65 -0.13
C 1.66 1.16 1.90
N 1.38 1.38 0.49
C 0.29 0.91 -0.19
H 0.79 -1.30 -0.41
C -0.99 0.76 0.47
C -1.52 -0.49 0.88
C -2.77 -0.53 1.47
C -3.46 0.67 1.74
O -4.67 0.52 2.36
C -5.40 1.71 2.69
C -2.90 1.92 1.39
C -1.68 1.96 0.74
N 0.36 1.40 -1.47
C -0.65 1.22 -2.49
C 1.31 2.41 -1.50
C 1.96 2.41 -0.26
C 2.65 3.51 0.22
C 2.69 4.63 -0.63
C 2.05 4.63 -1.88
C 1.33 3.51 -2.34
H 2.46 1.87 2.16
H 0.77 1.33 2.51
H 2.02 0.14 2.12
H -0.97 -1.43 0.75
H -3.24 -1.47 1.75
H -6.32 1.32 3.15
H -4.82 2.33 3.40
H -5.64 2.28 1.76
H -3.41 2.87 1.60
H -1.22 2.92 0.44
H -0.39 1.92 -3.31
H -0.69 0.21 -2.92
H -1.65 1.45 -2.11
H 3.13 3.48 1.21
H 3.25 5.51 -0.31
H 2.11 5.51 -2.52
H 0.80 3.48 -3.31
*
```

As for the lowest unoccupied orbital energy: -3.42 eV. For the calculated total energy, the calculation gives -45996.2699 eV.

---

2.
Formula: C41H37Cl2N4O5RuS
Source: the OMol25 dataset
Level of theory: ωB97M-V with the def2-TZVPD basis set

Geometry as ORCA input:
```
! wB97M-V def2-TZVPD RIJCOSX def2/J DEFGRID3
* xyz 2 2
Ru 0.43 1.41 0.47
C 2.36 2.90 -3.29
O 1.99 3.98 -2.38
C 1.44 3.38 -1.33
N 1.45 2.10 -1.26
C 2.24 1.62 -2.42
C 1.66 0.44 -3.16
C 2.45 -0.19 -4.11
C 1.94 -1.23 -4.88
C 0.63 -1.66 -4.68
C -0.15 -1.05 -3.71
C 0.36 0.00 -2.95
C 0.80 4.18 -0.26
C 0.56 5.54 -0.26
C -0.16 6.08 0.80
C -0.66 5.24 1.79
C -0.37 3.89 1.71
N 0.39 3.40 0.74
C -0.88 2.81 2.59
N -0.73 1.58 2.27
C -1.22 0.78 3.41
C -1.90 1.85 4.30
O -1.48 3.13 3.72
C -2.15 -0.36 3.06
C -2.95 -0.91 4.06
C -3.80 -1.97 3.78
C -3.85 -2.51 2.50
C -3.04 -1.98 1.51
C -2.19 -0.92 1.79
H 3.36 3.10 -3.64
H 1.66 2.90 -4.12
H 3.22 1.33 -2.05
H 3.47 0.15 -4.28
H 2.55 -1.69 -5.64
H 0.23 -2.46 -5.28
H -1.17 -1.38 -3.54
H -0.25 0.48 -2.20
H 0.92 6.15 -1.08
H -0.35 7.14 0.84
H -1.27 5.62 2.60
H -0.34 0.37 3.90
H -1.56 1.85 5.34
H -2.98 1.81 4.27
H -2.91 -0.51 5.07
H -4.42 -2.37 4.57
H -4.52 -3.33 2.29
H -3.06 -2.40 0.51
H -1.54 -0.54 1.01
O -1.30 1.99 -0.51
S -2.43 1.07 -0.99
C -3.88 1.45 0.03
C -4.79 2.37 -0.78
C -4.60 1.97 -2.24
C -3.09 1.90 -2.45
H -3.47 1.89 0.94
H -4.35 0.50 0.28
H -4.49 3.42 -0.64
H -5.82 2.28 -0.46
H -5.06 2.67 -2.94
H -5.05 0.99 -2.43
H -2.63 2.89 -2.44
H -2.77 1.36 -3.34
Cl 4.26 0.03 -0.10
C 4.50 -1.36 0.89
C 5.38 -1.30 1.94
C 5.55 -2.43 2.73
C 4.85 -3.60 2.46
C 3.97 -3.66 1.40
Cl 3.22 -5.17 1.08
C 3.76 -2.52 0.59
N 2.97 -2.52 -0.53
C 1.82 -3.25 -0.72
C 1.62 -3.85 -1.98
C 0.53 -4.67 -2.16
C -0.37 -4.85 -1.12
C -0.21 -4.18 0.10
C 0.88 -3.36 0.32
C 1.00 -2.54 1.57
C 1.00 -1.05 1.27
O 1.40 -0.22 2.11
O 0.49 -0.68 0.16
H 5.92 -0.39 2.14
H 6.24 -2.40 3.56
H 5.00 -4.49 3.06
H 3.26 -1.91 -1.29
H 2.35 -3.71 -2.76
H 0.39 -5.18 -3.11
H -1.23 -5.51 -1.25
H -0.96 -4.28 0.87
H 1.86 -2.79 2.19
H 0.12 -2.70 2.19
*
```

As for the lowest unoccupied orbital energy (spin up / spin down): -5.08 / -8.08 eV. As for the energy above the lowest of the compared OMol25 structures with the same formula, charge and spin: 0.0000 eV. The expectation value of S² is 0.786. For the calculated total energy, the calculation gives -97765.4961 eV.

---

3.
Formula: C2H2I2O
Source: the OMol25 dataset
Level of theory: ωB97M-V with the def2-TZVPD basis set

Geometry as ORCA input:
```
! wB97M-V def2-TZVPD RIJCOSX def2/J DEFGRID3
* xyz 0 1
C 0.26 1.82 -0.12
C -1.23 -1.05 0.32
O 0.89 2.77 -0.16
I 2.74 -0.24 -0.48
I 0.41 -1.86 -0.44
H -1.09 -0.73 1.27
H -1.99 -0.72 -0.40
*
```

As for the lowest unoccupied orbital energy (spin up / spin down): -1.05 / -1.64 eV. As for the energy above the lowest of the compared OMol25 structures with the same formula, charge and spin: 2.3589 eV. For the calculated total energy, the calculation gives -20352.1213 eV.